Formula: C10H24ClI2LaN2P2
Source: the Open Molecules 2025 dataset
Level of theory: ωB97M-V with the def2-TZVPD basis set

Geometry as XYZ:
```
42
Properties=species:S:1:pos:R:3:lowdin_charge:R:1
I 0.05 -0.74 -6.56 -0.01
I 0.05 1.95 -6.89 0.02
La 0.02 0.50 -0.58 1.39
P -2.84 1.15 -0.65 0.64
C -3.76 0.93 -2.23 -0.27
C -3.52 -0.18 0.43 -0.28
H -4.62 -0.12 0.49 0.07
H -4.52 2.74 0.35 0.07
H -3.09 -0.10 1.44 0.04
H -2.87 2.83 1.07 0.02
H -3.42 -0.02 -2.67 0.04
H -3.21 -1.16 0.05 0.04
C -3.45 2.70 0.14 -0.27
H -4.85 0.93 -2.16 0.06
H -3.17 3.54 -0.52 0.06
H -3.43 1.73 -2.91 0.05
P 2.90 1.14 -0.62 0.64
C 3.84 0.91 -2.19 -0.27
C 3.53 2.68 0.16 -0.27
H 2.99 -0.14 1.45 0.04
H 4.61 -0.10 0.66 0.07
H 3.29 -1.18 0.06 0.04
C 3.53 -0.19 0.49 -0.28
H 2.95 2.81 1.09 0.02
H 4.61 2.70 0.37 0.07
H 4.93 0.90 -2.11 0.06
H 3.53 1.70 -2.88 0.05
H 3.26 3.52 -0.50 0.05
H 3.51 -0.04 -2.63 0.04
Cl 0.02 2.19 1.33 -0.12
C -0.45 -3.18 3.81 0.02
N -0.14 -2.73 2.45 -0.09
C 0.42 -3.55 1.45 0.00
C 0.47 -2.81 0.32 -0.10
N -0.01 -1.52 0.61 -0.23
C -0.37 -1.54 1.92 -0.15
H -1.14 -4.03 3.79 0.11
H 0.46 -3.51 4.34 0.11
H -0.91 -2.36 4.37 0.11
H 0.71 -4.56 1.65 0.14
H 0.83 -3.10 -0.66 0.12
H -0.75 -0.69 2.48 0.13
```

* molar mass: 662.431 g/mol
* LUMO: -6.51 eV
* HOMO-LUMO gap: 7.095 eV
* highest occupied orbital energy: -13.60 eV
* energy above the lowest of the compared OMol25 structures with the same formula, charge and spin: 0.00 kcal per mole
* net charge: +2